(1)
An isolated ion of composition C7H10NO and charge +1 at a distorted geometry. Source: OMol25; level of theory: ωB97M-V with the def2-TZVPD basis set.

Structure (SMILES): Cc1ccc[n+](C)c1O
ΔE to the lowest compared entry with this formula, charge and spin: 21.5 kJ/mol
Gap between HOMO and LUMO: 9.58 eV
Net charge: +1
Highest occupied orbital energy: -14.0 eV

Cartesian coordinates (Å):
C -2.2697 0.8539 -0.2288
C -1.1269 -0.0090 -0.0096
C -1.1972 -1.3845 -0.1429
C -0.0681 -2.2085 -0.1997
C 1.2439 -1.5852 -0.1736
N 1.2272 -0.2065 -0.0197
C 2.5801 0.4663 -0.0130
C 0.0691 0.5341 0.1724
O 0.3575 1.8845 0.4210
H -2.3269 1.6577 0.5327
H -2.1999 1.4254 -1.2370
H -3.1101 0.2360 -0.1220
H -2.0997 -1.9169 -0.3195
H -0.2124 -3.2649 -0.1843
H 2.2666 -2.0439 -0.4250
H 3.4162 -0.0334 -0.7164
H 2.4911 1.5657 -0.2972
H 2.9329 0.6473 0.9961
H -0.5267 2.2649 0.6963

---

(2)
An isolated ion of composition C7H10NO and charge +1 at a distorted geometry. Source: OMol25; level of theory: ωB97M-V with the def2-TZVPD basis set.

ΔE to the lowest compared entry with this formula, charge and spin: 314.6 kJ/mol
Gap between HOMO and LUMO: 8.97 eV
Net charge: +1
Highest occupied orbital energy: -14.3 eV

Cartesian coordinates (Å):
C -1.0770 1.0144 -2.1659
C -0.7904 0.0283 1.1424
C -1.6367 0.0714 0.0838
C 1.5043 0.0953 0.3413
C -2.9960 -0.5695 0.1066
C 1.3190 -0.7509 -0.8223
C 2.6854 0.9523 0.5907
N -1.2275 0.6011 -1.0932
O 0.5448 0.3884 1.1536
H -0.9516 -0.4386 2.1789
H -3.0548 -1.2570 -0.6705
H -3.8278 0.1639 -0.0344
H -3.0789 -0.8433 1.1899
H 2.2344 -1.1282 -1.2485
H 0.8021 -0.1804 -1.6544
H 0.6765 -1.6740 -0.7097
H 3.6160 0.4470 0.4881
H 2.5490 1.4163 1.4839
H 2.7091 1.6635 -0.3602

---

(3)
C7H10NOP as an isolated structure at a distorted geometry. Source: OMol25; level of theory: ωB97M-V with the def2-TZVPD basis set.

ΔE to the lowest compared entry with this formula, charge and spin: 429.2 kJ/mol
Gap between HOMO and LUMO: 8.06 eV
Net charge: 0
Highest occupied orbital energy: -7.5 eV

Cartesian coordinates (Å):
C 3.1599 -0.5346 -0.2563
C 2.5201 0.6624 0.0481
C 2.4756 -1.6937 -0.4128
C 1.1715 0.5524 0.1068
C 1.0403 -1.8843 -0.1579
C -1.7755 0.1444 1.4289
C -1.6113 -0.0848 -1.6400
N 0.5702 -0.6321 0.0791
O -1.2785 -2.3222 -0.0443
P -1.1260 -0.8611 0.0062
H 4.1197 -0.6079 -0.7340
H 3.0556 1.5789 -0.0505
H 3.1618 -2.5765 -0.6537
H 0.5367 1.4970 0.3435
H -2.8281 0.3252 1.4581
H -1.3456 1.0753 1.2528
H -1.5751 -0.3031 2.4952
H -2.0978 -0.8644 -2.1601
H -0.7096 0.3688 -2.0823
H -2.2805 0.7137 -1.3760

---

(4)
A 2-piece molecular cluster, C7H10NP overall at a distorted geometry. Source: OMol25; level of theory: ωB97M-V with the def2-TZVPD basis set.

ΔE to the lowest compared entry with this formula, charge and spin: 301.0 kJ/mol
Gap between HOMO and LUMO: 8.24 eV
Net charge: 0
Highest occupied orbital energy: -7.7 eV

Cartesian coordinates (Å):
C 3.2955 -0.0056 -0.0069
C 2.5692 -1.1645 -0.4792
C 2.6166 1.1515 0.4310
C 1.1856 -1.0708 -0.6358
C 1.2151 1.1817 0.3379
C 0.5995 0.1033 -0.3077
C -2.9517 1.4229 -0.3877
N -2.0949 -1.2181 0.5919
P -1.9398 0.1055 -0.3706
H 4.3054 0.0440 0.1982
H 3.0483 -2.0809 -0.7748
H 3.0659 1.8946 1.1349
H 0.6579 -1.8851 -0.9259
H 0.4871 2.0382 0.5182
H -2.8340 1.9865 0.4763
H -2.5239 1.8035 -1.3571
H -1.5819 -1.9841 0.2200
H -1.6662 -1.1408 1.4662
H -2.2696 -0.5151 -1.6115

---

(5)
C7H10NaO4 as an isolated structure at a distorted geometry. Source: OMol25; level of theory: ωB97M-V with the def2-TZVPD basis set.

Multiplicity: 2
Gap between HOMO and LUMO (alpha / beta): 4.98 / 3.01 eV
Net charge: 0
Highest occupied orbital energy (alpha / beta): -7.4 / -5.4 eV

Cartesian coordinates (Å):
O 0.9297 5.5591 -2.0431
C 1.1048 4.1090 -2.0570
C 1.6794 6.1334 -0.9975
O 1.1181 3.6228 -3.2321
O 2.3469 3.9476 -1.3446
C 2.3797 4.9313 -0.3421
H 1.0239 6.6639 -0.2872
H 2.4015 6.8532 -1.4134
H 1.8324 4.5924 0.5549
H 3.4209 5.1359 -0.0646
H 0.2322 3.6495 -1.3354
C -2.9323 3.1036 -0.3747
C -1.7493 2.4345 -0.0784
C -1.7005 1.0204 -0.1088
C -0.8182 0.2811 0.7262
O -0.8204 -0.9602 0.8311
H -3.6796 2.6421 -1.0225
H -3.0484 4.1622 -0.1433
H -1.1080 2.9095 0.6749
H -2.4092 0.4648 -0.7302
H -0.0944 0.8601 1.3274
Na -1.3871 -3.3046 0.2873

---

(6)
One molecule with the formula C7H10O at a distorted geometry. Source: OMol25; level of theory: ωB97M-V with the def2-TZVPD basis set.

Structure (SMILES): C1O[C@@H]2CC[C@H]3[C@@H]1[C@H]32
ΔE to the lowest compared entry with this formula, charge and spin: 890.7 kJ/mol
Gap between HOMO and LUMO: 10.40 eV
Net charge: 0
Highest occupied orbital energy: -9.3 eV

Cartesian coordinates (Å):
C 1.4324 1.1295 0.6173
O 0.2164 1.7908 0.2281
C -0.3422 0.6262 -0.3901
C -1.5371 -0.1777 -1.1073
C -0.5441 -1.3716 -1.3768
C 0.0265 -1.4886 0.2716
C 1.0445 -0.3382 0.9969
C -0.2654 -0.1005 0.8880
H 1.7494 1.6473 1.5011
H 2.1262 1.0390 -0.3380
H 0.3589 0.0871 -0.9625
H -1.9172 -0.0914 -2.0196
H -2.4735 -0.6515 -0.4941
H -1.1267 -2.2574 -1.6704
H 0.1770 -1.3230 -2.1095
H -0.0096 -2.3674 0.8432
H 1.4636 -0.4557 2.2262
H -0.9668 0.3725 1.8016

---

(7)
One molecule with the formula C7H10O at a distorted geometry. Source: OMol25; level of theory: ωB97M-V with the def2-TZVPD basis set.

Structure (SMILES): CC1=CC[C@@H]1CC=O
ΔE to the lowest compared entry with this formula, charge and spin: 266.4 kJ/mol
Gap between HOMO and LUMO: 10.03 eV
Net charge: 0
Highest occupied orbital energy: -9.1 eV

Cartesian coordinates (Å):
C -1.2317 -2.0053 0.1548
C -0.7319 -0.5827 -0.1637
C -0.6678 0.1255 -1.3005
C -0.1835 1.3532 -0.5735
C -0.1040 0.5298 0.6969
C 1.3761 0.3593 0.9578
C 2.1945 -0.0750 -0.2614
O 3.1618 0.5107 -0.6659
H -1.8537 -1.9559 1.0297
H -0.4310 -2.7867 0.3498
H -1.9166 -2.3470 -0.7389
H -0.7587 -0.3101 -2.2981
H -0.8231 2.1993 -0.8746
H 0.7636 1.7265 -0.8352
H -0.5232 0.6950 1.6856
H 1.7803 1.2770 1.4715
H 1.5526 -0.5367 1.6620
H 1.9943 -1.1356 -0.6319

---

(8)
One molecule with the formula C7H10O at a distorted geometry. Source: OMol25; level of theory: ωB97M-V with the def2-TZVPD basis set.

Structure (SMILES): COC1=C(C)CC=C1
ΔE to the lowest compared entry with this formula, charge and spin: 560.3 kJ/mol
Gap between HOMO and LUMO: 8.14 eV
Net charge: 0
Highest occupied orbital energy: -7.6 eV

Cartesian coordinates (Å):
C -2.4969 -0.3373 0.1127
O -1.4840 -1.5251 -0.3804
C -0.2194 -0.9728 -0.0221
C 0.2339 0.4050 -0.0126
C -0.0912 1.8875 -0.0578
C 1.8288 0.1857 -0.0599
C 1.9875 -1.2824 -0.0961
C 0.7861 -1.8814 0.2815
H -2.6278 0.0619 -0.8144
H -1.8388 0.1798 1.0277
H -3.6283 -0.7364 0.4651
H 0.5291 2.4100 -0.9569
H -1.1268 2.0350 -0.2707
H -0.1277 2.5285 0.8348
H 2.4490 0.6922 -0.8183
H 2.2684 0.8574 0.8939
H 3.1251 -1.5927 -0.2272
H 0.4328 -2.9150 0.1007